Entry from OMol25: 13 unconnected molecules or ions with the total composition C62H163N13O18 (ωB97M-V with the def2-TZVPD basis set).

Calculated values
HOMO ... -8.25 eV
Gap between HOMO and LUMO ... 8.9 eV
ΔE to the lowest compared entry with this formula, charge and spin ... 0.0 kcal per mole
E_LUMO ... 0.62 eV
F_max ... 2.969 eV Å⁻¹

```
256
C62H163N13O18, DFT ωB97M-V with the def2-TZVPD basis set
C -22.08617 1.95343 24.99625
C -22.68330 0.62871 24.54189
C -23.82382 0.81726 23.52212
O -23.47761 1.51484 22.36456
C -24.53399 2.07456 21.72522
N -21.53098 -0.06261 23.90375
H -21.15560 1.77981 25.58630
H -22.79200 2.51858 25.63728
H -21.83031 2.64590 24.24018
H -22.97158 0.04273 25.42307
H -24.62183 1.39684 24.07585
H -24.19744 -0.18766 23.18294
H -24.23779 2.31684 20.70217
H -24.84444 3.05805 22.19056
H -25.35873 1.36812 21.75121
H -20.88408 0.64445 23.55960
H -21.91592 -0.49326 23.04049
C -29.37931 -4.48085 13.79034
C -29.48290 -4.26448 15.27767
C -28.06217 -4.22525 15.89743
O -28.16472 -3.83375 17.26074
C -26.91012 -3.55912 17.90044
N -30.22543 -3.04011 15.53892
H -28.80905 -3.66947 13.30396
H -30.36148 -4.58250 13.35103
H -28.81329 -5.39359 13.58172
H -30.01278 -5.10157 15.76619
H -27.37004 -3.66501 15.26851
H -27.69808 -5.28508 15.77581
H -26.46994 -2.77216 17.35068
H -26.28198 -4.46109 17.82894
H -27.11490 -3.09636 18.85157
H -30.13645 -2.84041 16.54821
H -29.83854 -2.21125 15.09713
C -27.02665 -0.91745 12.19113
C -25.56781 -0.70644 11.81070
C -24.93722 0.46930 12.65137
O -25.71672 1.62796 12.82476
C -26.06165 2.41860 11.73061
N -24.79605 -1.89345 11.81851
H -27.42540 -1.82660 11.69204
H -27.57190 -0.03719 11.84786
H -27.16936 -0.93758 13.28215
H -25.57355 -0.37849 10.76262
H -24.01922 0.69844 12.11723
H -24.77662 0.15469 13.69645
H -25.23117 2.86859 11.21151
H -26.58936 3.27329 11.99518
H -26.59101 1.84807 10.98480
H -23.94062 -1.67390 11.32752
H -24.69335 -2.30738 12.74045
C -20.77064 4.19879 20.70240
C -20.58894 2.88379 21.43201
C -20.39864 1.70461 20.46906
O -20.16481 0.58584 21.33536
C -19.15621 -0.31825 20.98052
N -19.47128 3.06750 22.38766
H -21.44164 4.06127 19.84446
H -19.82473 4.61160 20.34270
H -21.21623 4.95485 21.33593
H -21.46727 2.69146 21.98219
H -19.54142 1.88499 19.78336
H -21.30977 1.48136 19.84861
H -19.24964 -0.71802 19.94174
H -19.21089 -1.20556 21.64081
H -18.14038 0.11215 21.05650
H -18.61999 2.80040 21.92188
H -19.67258 2.58247 23.28484
C -20.27914 -2.80863 17.02180
C -20.69384 -4.20011 17.47159
C -20.10572 -4.50980 18.89182
O -20.49218 -5.84221 19.16659
C -19.88522 -6.47296 20.28176
N -22.17091 -4.38792 17.46189
H -20.59792 -2.08802 17.77452
H -20.72559 -2.57799 16.03781
H -19.14526 -2.81975 16.90799
H -20.21735 -4.90426 16.76646
H -20.60447 -3.92476 19.66962
H -18.98833 -4.27889 18.83185
H -18.78006 -6.56429 20.12725
H -20.23993 -7.48043 20.34448
H -20.06876 -5.86900 21.24297
H -22.64310 -3.59742 17.89391
H -22.36374 -5.20622 18.05295
C -27.69444 -0.20972 20.21455
C -28.46059 0.79640 19.38057
C -29.41152 1.73669 20.25602
O -30.31444 0.81642 20.85561
C -31.21812 1.36115 21.81661
N -27.44969 1.61718 18.72833
H -27.42923 -1.08006 19.61869
H -28.36669 -0.46511 21.02137
H -26.84504 0.31944 20.64865
H -29.08653 0.39510 18.60596
H -29.83693 2.47358 19.58892
H -28.79574 2.20257 21.05028
H -30.57012 1.92068 22.54858
H -31.75836 0.59888 22.33492
H -31.85084 2.12825 21.33949
H -27.92306 2.32001 18.17934
H -26.89213 1.19218 18.04636
C -22.70526 -3.28758 24.88871
C -21.50682 -4.10836 24.44081
C -21.90602 -5.33753 23.55283
O -22.72508 -6.28392 24.21638
C -23.38224 -7.21834 23.36084
N -20.60882 -3.34413 23.62461
H -22.25777 -2.37094 25.29399
H -23.39449 -3.77830 25.58780
H -23.18684 -2.92563 24.01062
H -20.99239 -4.47585 25.37228
H -21.00391 -5.82790 23.13984
H -22.43989 -4.86307 22.65224
H -23.97016 -7.89931 23.96377
H -22.66158 -7.88102 22.78552
H -24.11503 -6.70892 22.67252
H -20.58785 -2.33150 23.85329
H -19.63838 -3.61671 23.76301
C -30.18656 -2.51505 21.83552
C -29.49094 -3.42631 20.86301
C -29.41258 -4.84408 21.32856
O -28.41028 -4.93424 22.26461
C -28.37967 -6.23352 22.91608
N -30.22637 -3.35161 19.58566
H -31.23475 -2.83185 21.88490
H -30.10922 -1.49280 21.60426
H -29.73516 -2.59848 22.85461
H -28.43990 -3.15385 20.73804
H -29.16850 -5.46303 20.42538
H -30.38760 -5.20619 21.63974
H -29.26524 -6.83030 22.82161
H -28.12960 -6.03955 23.98407
H -27.49793 -6.75023 22.44878
H -29.56593 -3.71987 18.85699
H -30.41418 -2.40052 19.28895
C -30.15778 -2.67834 10.20360
O -28.80641 -3.08143 10.01851
C -28.57638 -4.46735 9.73209
C -27.14053 -4.85172 9.78400
N -26.64049 -4.93451 11.13150
C -25.36106 -5.61372 11.37446
C -25.11293 -5.82024 12.83022
O -25.00741 -4.55176 13.43490
C -24.53252 -4.67467 14.73031
H -30.59389 -3.12756 11.06945
H -30.73347 -2.87671 9.27167
H -30.19059 -1.62073 10.33888
H -28.92527 -4.70005 8.68758
H -29.23175 -4.98744 10.41877
H -26.53134 -4.27277 9.16582
H -27.02488 -5.86077 9.34887
H -26.72058 -4.07868 11.67849
H -24.49919 -5.07252 10.95267
H -25.36123 -6.59504 10.85111
H -24.22546 -6.44145 12.98791
H -25.96313 -6.29631 13.41372
H -23.60677 -5.17541 14.79734
H -25.22925 -5.18640 15.40392
H -24.41955 -3.62826 15.09355
C -25.87975 -3.84656 26.69544
O -26.22425 -2.68992 25.95446
C -26.93902 -3.08114 24.76903
C -26.67430 -2.13791 23.63549
N -26.76219 -0.74938 24.07440
C -28.07185 -0.22713 23.99093
C -28.21426 1.23882 24.37916
O -27.71146 1.32798 25.70383
C -27.54808 2.65859 26.13743
H -25.39221 -3.53536 27.61663
H -25.32702 -4.59769 26.18504
H -26.79287 -4.36735 27.01920
H -28.01658 -3.08524 24.99825
H -26.70177 -4.11205 24.52436
H -27.32574 -2.34096 22.76932
H -25.59758 -2.36752 23.29656
H -26.38218 -0.55296 24.98639
H -28.79683 -0.78890 24.58721
H -28.57698 -0.25512 23.01646
H -29.22699 1.57879 24.48026
H -27.61700 1.84418 23.75027
H -26.96144 3.25219 25.38437
H -26.92782 2.67635 27.02196
H -28.51865 3.18992 26.24482
C -26.59518 -0.42348 16.00894
O -25.70962 -0.15240 17.05857
C -24.37462 -0.19965 16.63356
C -23.41863 -0.03744 17.83377
N -23.53375 -1.25555 18.66510
C -23.34394 -1.16506 20.12911
C -23.48189 -2.58678 20.68847
O -24.85558 -2.85379 20.69821
C -25.24653 -4.07552 21.15176
H -27.67098 -0.59241 16.27154
H -26.34046 -1.37823 15.53309
H -26.45670 0.32627 15.24798
H -24.08746 0.54732 15.84998
H -24.18772 -1.17721 16.23083
H -23.73415 0.87037 18.32664
H -22.42403 0.24341 17.48954
H -24.56888 -1.38449 18.56466
H -24.00209 -0.39899 20.62724
H -22.32574 -0.86617 20.26652
H -23.06354 -2.74737 21.71455
H -22.96607 -3.31818 20.07253
H -24.78666 -4.89323 20.55913
H -26.33246 -4.13069 21.22840
H -24.95245 -4.32313 22.16104
C -22.67751 5.57126 10.58250
O -22.74404 4.85445 11.79443
C -23.22713 5.63325 12.89756
C -23.36822 4.59184 14.03668
N -22.02780 4.14885 14.23414
C -21.87351 3.05492 15.17273
C -22.29308 3.36995 16.60513
O -23.69244 3.18358 16.68488
C -24.17116 3.65658 17.90016
H -22.32001 4.94570 9.79389
H -22.07200 6.48105 10.72337
H -23.69208 5.85122 10.31601
H -24.20510 6.12559 12.70241
H -22.47326 6.35700 13.15075
H -24.05437 3.79146 13.74594
H -23.79944 5.07817 14.97420
H -21.74935 3.82519 13.33356
H -20.78633 2.78667 15.28196
H -22.44318 2.13672 14.98819
H -21.99608 4.43326 16.84185
H -21.80153 2.74418 17.36889
H -25.19161 3.34008 17.90028
H -24.12305 4.74546 18.05318
H -23.71668 3.16467 18.74052
C -30.38052 0.54028 13.99281
O -30.24339 0.12872 15.34285
C -31.11333 0.79035 16.23407
C -31.42586 -0.18051 17.40654
N -32.43804 -1.18511 16.92327
C -32.81705 -2.22881 17.88771
C -33.10164 -1.57598 19.18444
O -33.75683 -2.44344 20.06363
C -34.00385 -1.69903 21.29097
H -30.23022 1.61976 13.87468
H -31.35646 0.23970 13.62189
H -29.55670 0.09734 13.47958
H -32.11534 1.01302 15.73365
H -30.65689 1.69493 16.60706
H -31.89510 0.37718 18.19697
H -30.51583 -0.67896 17.65834
H -31.99163 -1.65178 16.14245
H -32.13357 -3.04248 17.96797
H -33.74573 -2.70012 17.52898
H -33.68803 -0.62875 19.09472
H -32.19895 -1.12264 19.68859
H -34.69801 -0.92778 21.03775
H -33.09779 -1.24373 21.70602
H -34.41569 -2.35700 22.04632
```

Atom charges from the Mulliken analysis, given in e for atoms 1 to 2: -1.756 0.306